Entry 1:
C6H11BBrF4N3O | the ωB97M-V functional and the def2-TZVPD basis

Geometry as XYZ:
```
27
Properties=species:S:1:pos:R:3:forces:R:3
N -2.593818 -0.806425 0.607151 0.5 -0.3 -0.2
C -1.433301 -1.447867 0.397361 1.8 -1.0 -0.8
N -0.410387 -1.722425 1.394465 -1.3 1.3 -3.2
C 0.833947 -2.260700 0.736017 0.7 -0.8 -1.4
C 1.266930 -1.390774 -0.578747 0.9 -0.4 0.3
C 2.223173 -0.207753 -0.068246 1.0 -0.2 -0.6
C 2.028424 1.182216 -0.828431 -2.0 3.7 4.7
O 1.655888 2.153176 -0.118560 2.1 -4.4 -3.9
Br 2.268992 1.445483 -2.800251 0.0 -0.6 1.3
C -0.013586 -0.916972 -1.408437 0.3 -0.2 -0.3
N -1.138638 -1.873889 -1.006674 -1.0 2.4 3.3
H -2.914497 -0.179117 -0.159119 0.1 -0.9 0.9
H -3.160599 -0.835108 1.466478 1.0 0.4 -0.4
H -0.183637 -0.879147 1.962153 -0.8 -0.8 -0.3
H 1.733085 -2.271651 1.451607 -1.7 0.1 -0.8
H 0.651737 -3.347627 0.375371 0.1 1.9 0.8
H 1.921493 -2.112866 -1.208444 -1.3 1.2 0.9
H 2.103147 -0.060014 1.075487 0.0 0.3 -2.1
H 3.336774 -0.506249 -0.209285 -1.9 0.3 0.1
H -0.408915 0.128699 -1.142061 1.2 -1.1 -0.6
H 0.117908 -1.013221 -2.549776 0.0 0.2 2.0
H -1.989525 -1.637427 -1.560749 0.8 -0.5 0.5
B -1.178305 3.714333 0.834862 0.1 0.7 0.2
F -0.931321 3.021341 -0.400515 -0.3 0.0 0.6
F -2.557337 3.547524 1.205807 0.9 -0.2 -0.3
F -0.336665 3.168291 1.864311 -0.6 0.1 -0.7
F -0.890967 5.108171 0.668225 -0.3 -1.3 0.1
```
Positions in Å, forces in eV/Å.

Properties
HOMO energy: -10.114 eV

Here are the Löwdin charges for atoms 1 to 8, given in e: atom 1 (N): 0.220, atom 2 (C): -0.246, atom 3 (N): 0.093, atom 4 (C): -0.145, atom 5 (C): -0.251, atom 6 (C): -0.133, atom 7 (C): -0.693, atom 8 (O): 0.010

Entry 2:
C6H11BF4HgN5S | the ωB97M-V functional and the def2-TZVPD basis

Geometry as XYZ:
```
29
Properties=species:S:1:pos:R:3:forces:R:3
Hg 0.685142 0.888058 -1.687248 -0.1 0.0 -0.1
N -1.179753 -0.310833 -0.296103 0.0 0.1 0.1
N -1.583048 -1.586720 -0.673083 -0.1 0.0 0.0
C -1.067571 -2.231006 -1.727407 0.0 0.0 -0.1
N -1.590771 -3.452271 -1.961256 0.0 0.0 0.0
S 0.151418 -1.654090 -2.736375 0.0 0.0 0.0
H -0.742656 -0.313503 0.624159 0.0 0.0 0.0
H -1.975195 0.320393 -0.232316 0.0 0.0 0.0
H -2.309302 -2.034856 -0.131895 0.0 0.0 0.0
H -2.417030 -3.776952 -1.487952 0.0 0.0 0.0
H -1.294691 -3.933288 -2.791346 0.0 0.0 0.0
F -0.361348 1.018410 2.075169 0.0 0.0 -0.1
B -1.016760 2.157214 1.524210 -0.2 -0.1 0.0
F -0.938061 3.224674 2.383134 0.0 0.1 0.0
F -2.349603 1.796723 1.232530 0.0 0.0 0.0
F -0.372769 2.464002 0.284865 0.1 0.0 0.0
N 5.098247 -0.209161 3.022802 0.0 0.0 0.0
C 4.177830 0.015213 2.037939 0.0 0.0 0.0
C 3.354563 1.144076 2.055411 0.0 0.0 0.0
C 2.414670 1.309903 1.063654 0.0 0.0 0.0
N 2.245683 0.430764 0.069845 0.0 0.0 0.0
C 3.030802 -0.649830 0.047497 0.0 0.0 0.0
C 3.996375 -0.900891 0.993627 0.0 0.0 0.0
H 5.345958 0.552065 3.629437 0.0 0.0 0.0
H 5.816536 -0.892999 2.864398 0.0 0.0 0.0
H 3.437929 1.880616 2.843379 0.0 0.0 0.0
H 1.756122 2.167584 1.058684 0.0 0.0 0.0
H 2.864335 -1.344942 -0.768091 0.0 0.0 0.0
H 4.600167 -1.796557 0.929267 0.0 0.0 0.0
```
Positions in Å, forces in eV/Å.

Properties
Energy above the lowest of the compared OMol25 structures with the same formula, charge and spin: 0.00 kcal per mole
Spin multiplicity: 2
HOMO energy (alpha / beta): -7.311 / -9.293 eV
⟨S²⟩: 0.753

Here are the Löwdin charges for atoms 1 to 8, given in e: atom 1 (Hg): 0.747, atom 2 (N): -0.006, atom 3 (N): -0.068, atom 4 (C): -0.879, atom 5 (N): 0.080, atom 6 (S): 0.525, atom 7 (H): 0.081, atom 8 (H): 0.093

Entry 3:
C6H11Br2NO2 | the ωB97M-V functional and the def2-TZVPD basis

Geometry as XYZ:
```
22
Properties=species:S:1:pos:R:3:forces:R:3
C 2.006433 1.625922 -0.391955 -0.5 1.7 1.5
C 0.988420 0.479339 -0.326252 1.2 -0.3 0.1
C 0.083098 0.462547 0.878758 2.4 -0.8 1.4
Br -0.660119 2.200755 1.202011 -0.5 0.4 0.4
C -0.928563 -0.686492 0.793472 -0.1 0.0 0.4
C -1.946824 -0.437706 -0.348204 1.0 -1.8 0.7
C -0.343639 -2.138185 0.724939 -0.1 2.5 3.8
Br -1.814967 -0.597731 2.553795 -0.4 -0.3 0.2
N 0.308437 0.650435 -1.631094 1.9 -1.9 -1.0
O 0.746587 -0.099095 -2.484620 -0.2 -0.7 -0.5
O -0.412902 1.551447 -1.852882 -1.7 2.0 -0.1
H 2.821540 1.483089 0.254266 1.2 -0.9 1.1
H 1.653683 2.638067 0.025084 -0.1 -1.6 -1.2
H 2.465214 1.740421 -1.346620 -0.1 0.1 -0.9
H 1.480960 -0.551836 -0.382012 -0.6 1.7 -0.1
H 0.856550 0.294997 1.765027 -1.8 0.2 -1.6
H -1.862331 0.604331 -0.544796 -0.4 0.4 -1.0
H -2.948268 -0.657862 -0.046200 -0.6 -0.1 0.4
H -1.696484 -1.208637 -1.129697 -0.2 1.4 0.1
H 0.105044 -2.368805 1.745387 -0.5 0.0 -1.4
H -1.229972 -2.648046 0.565457 -1.4 -1.8 -0.1
H 0.328102 -2.336954 -0.023864 1.6 -0.2 -2.0
```
Positions in Å, forces in eV/Å.

Properties
Energy above the lowest of the compared OMol25 structures with the same formula, charge and spin: 0.00 kcal per mole
HOMO energy: -9.882 eV
SMILES: C[C@@H]([C@@H](Br)C(C)(C)Br)[N+](=O)[O-]

Here are the Löwdin charges for atoms 1 to 8, given in e: atom 1 (C): -0.057, atom 2 (C): -0.328, atom 3 (C): -0.731, atom 4 (Br): 0.804, atom 5 (C): -0.873, atom 6 (C): -0.099, atom 7 (C): -0.099, atom 8 (Br): 0.718

Entry 4:
C6H11Br2NO2 | the ωB97M-V functional and the def2-TZVPD basis

Geometry as XYZ:
```
22
Properties=species:S:1:pos:R:3:forces:R:3
C -1.720870 -0.573043 2.310355 1.8 2.0 -0.1
C 1.522857 -0.543414 -1.570014 -0.5 0.3 -1.1
C 0.187320 1.536721 -1.648821 1.7 1.6 -0.8
C -1.102132 -0.759184 0.948629 1.0 2.9 -0.9
C 0.587100 0.439558 0.667433 -1.2 -3.2 0.1
C 1.132049 0.698249 -0.770756 0.7 -0.1 0.9
N -0.593980 -2.003933 0.641006 1.7 -3.8 0.8
O -0.821406 -2.494461 -0.468369 0.3 0.4 0.5
O 0.077383 -2.572824 1.530632 -1.2 0.4 -1.5
Br 1.796794 -0.350964 1.983683 -0.3 0.6 -0.8
Br 2.811237 1.737157 -0.431687 -0.3 0.2 -0.3
H -1.237589 -1.081871 3.139399 0.6 0.3 -0.2
H -2.697016 -0.947764 2.321192 -1.7 -0.4 -0.3
H -1.733020 0.551458 2.435772 -0.2 -1.2 0.4
H 0.523829 -0.925462 -1.751871 -0.2 -0.6 -0.6
H 2.045156 -1.400669 -1.081661 0.1 1.2 -0.3
H 1.932902 -0.160847 -2.592218 -0.3 -1.1 2.0
H -0.765487 1.090920 -1.634074 -1.3 -0.7 -0.1
H 0.059123 2.620490 -1.353409 0.4 -1.3 0.0
H 0.592961 1.528273 -2.726663 -0.7 0.0 1.7
H -1.789498 -0.571288 0.133226 0.0 0.7 0.0
H 0.124792 1.237576 1.143450 -0.5 1.7 0.5
```
Positions in Å, forces in eV/Å.

Properties
Energy above the lowest of the compared OMol25 structures with the same formula, charge and spin: 30.09 kcal per mole
HOMO energy: -9.642 eV

Here are the Löwdin charges for atoms 1 to 8, given in e: atom 1 (C): -0.049, atom 2 (C): -0.141, atom 3 (C): -0.121, atom 4 (C): -0.196, atom 5 (C): -0.511, atom 6 (C): -0.919, atom 7 (N): -0.428, atom 8 (O): 0.044

Entry 5:
C6H11BrCl3InN | the ωB97M-V functional and the def2-TZVPD basis

Geometry as XYZ:
```
23
Properties=species:S:1:pos:R:3:forces:R:3
C 0.259723 -1.999985 1.396714 0.1 -0.1 -0.2
C -0.154055 -2.115921 -0.069970 -0.1 0.2 0.2
C -1.398155 -1.309707 -0.407780 0.5 0.4 -0.1
Cl -2.843589 -1.956956 0.454662 -0.2 -0.1 0.1
In -1.130416 0.894743 -0.166306 -0.5 0.0 -0.3
N -2.801684 1.840367 -1.048105 0.6 0.0 0.1
Br -1.086472 1.676853 2.311361 0.1 0.0 -0.1
C 0.682831 1.508612 -1.296916 0.6 0.0 0.3
Cl 0.381275 1.879834 -2.986855 0.0 0.0 0.1
C 1.940814 1.556736 -0.842670 -0.7 -0.1 0.0
C 2.331823 1.218602 0.565061 0.3 0.2 -0.1
Cl 3.310883 1.992227 -1.853509 0.1 0.0 -0.1
H 0.785178 -1.064371 1.569131 0.0 0.2 0.1
H -0.606192 -2.029212 2.051808 -0.1 0.0 0.1
H 0.933392 -2.808740 1.678349 0.1 -0.1 0.0
H -0.271587 -3.163874 -0.354593 -0.1 -0.1 0.0
H 0.639399 -1.694302 -0.692067 0.1 -0.1 -0.1
H -1.623936 -1.438072 -1.465160 -0.1 -0.1 -0.1
H -3.213570 2.447385 -0.351615 -0.2 0.0 0.0
H -3.489593 1.135860 -1.274396 -0.2 -0.1 0.1
H 2.738909 0.209541 0.635053 0.0 -0.1 0.0
H 3.119786 1.892596 0.900828 0.0 0.1 0.0
H 1.495234 1.327773 1.246970 -0.2 -0.1 0.0
```
Positions in Å, forces in eV/Å.

Properties
Net charge: -1
HOMO energy: -5.094 eV

Here are the Löwdin charges for atoms 1 to 8, given in e: atom 1 (C): -0.137, atom 2 (C): -0.385, atom 3 (C): -0.780, atom 4 (Cl): 0.479, atom 5 (In): 0.388, atom 6 (N): -0.191, atom 7 (Br): -0.032, atom 8 (C): -0.747

Entry 6:
C6H11BrFN | the ωB97M-V functional and the def2-TZVPD basis

Geometry as XYZ:
```
20
Properties=species:S:1:pos:R:3:forces:R:3
C 0.818369 0.525046 0.787850 0.1 4.5 -0.7
C -0.674896 0.878791 0.795623 -0.6 0.1 -2.6
C 1.238099 0.176964 -0.610425 4.0 -0.7 -1.2
C -1.520557 -0.416662 0.300235 1.6 2.3 3.8
C 0.516519 -1.044778 -1.170328 -1.3 -1.7 -0.5
C -1.008410 -0.822241 -1.038304 -0.2 -2.3 -0.7
N -1.913530 -1.988894 -1.310198 0.3 -0.1 -1.0
F -1.293874 -3.929940 0.556592 0.3 -0.2 -0.8
Br -1.248914 -3.547742 -1.406199 -0.3 0.5 1.3
H 1.478276 1.498834 1.065156 -1.5 -2.3 -0.2
H 1.071377 -0.279093 1.395278 0.3 -1.3 1.5
H -1.085753 1.288789 1.729296 0.3 -0.2 -0.3
H -0.812937 1.647598 -0.098596 0.1 -1.0 2.0
H 1.435334 1.090872 -1.331123 -1.0 -1.8 1.3
H 2.307705 -0.263440 -0.461734 -1.3 1.1 -0.5
H -1.308152 -1.161901 1.142156 -0.3 0.4 -1.6
H -2.565130 -0.103527 0.430607 0.1 -0.5 -0.8
H 0.659857 -1.236023 -2.297053 0.3 0.3 1.7
H 0.793922 -2.065752 -0.622650 -0.3 2.4 -0.9
H -1.262142 -0.182080 -1.873178 -0.4 0.8 0.2
```
Positions in Å, forces in eV/Å.

Properties
Energy above the lowest of the compared OMol25 structures with the same formula, charge and spin: 50.34 kcal per mole
HOMO energy (alpha / beta): -9.875 / -9.872 eV

Here are the Löwdin charges for atoms 1 to 8, given in e: atom 1 (C): -0.251, atom 2 (C): -0.178, atom 3 (C): -0.259, atom 4 (C): -0.170, atom 5 (C): -0.219, atom 6 (C): -0.481, atom 7 (N): -0.412, atom 8 (F): -0.611

| no. | calculated total energy (eV) |
| --- | --- |
| 1 | -94509.947 |
| 2 | -40413.596 |
| 3 | -152066.797 |
| 4 | -152065.492 |
| 5 | -120677.198 |
| 6 | -80645.084 |